This record from the OMol25 dataset describes a cluster of 7 separate species, C34H67F3NO8Si in total. The level of theory is ωB97M-V with the def2-TZVPD basis set.

ORCA input file:
```
! RIJCOSX wB97M-V def2-TZVPD def2/J DEFGRID3
* xyz 0 2
O 0.37 1.39 4.68
H 5.22 1.30 -2.24
H -3.02 -0.05 -10.02
C -3.65 0.09 -7.97
O 0.02 4.00 0.78
H -2.20 -1.70 5.17
O -4.21 -0.70 -7.25
H 2.72 1.34 3.37
Si -1.44 0.74 -0.20
H -2.55 2.49 2.26
H 5.52 -0.15 -1.24
H -2.94 2.09 -7.66
H -1.91 3.55 0.19
H -3.58 1.19 -1.42
O -1.06 3.37 8.41
H 3.63 -3.17 1.45
C -3.30 0.90 -0.41
H 6.13 3.41 -0.05
C 0.56 1.01 1.80
H 3.82 -4.77 2.22
C -3.88 1.58 -7.87
C 0.11 5.09 -0.09
H -4.74 -4.18 -3.39
O -3.84 -1.32 -2.65
C 2.56 -4.74 0.48
C 0.61 -4.61 -5.11
H -0.06 -1.77 2.17
H -4.27 1.96 -8.81
H 2.22 -5.45 -6.25
H 1.66 -6.46 -0.42
H 1.84 -3.86 -3.52
C 1.02 2.93 9.48
H 0.14 -1.18 -0.62
H -0.99 2.81 3.01
C 0.84 3.47 6.97
H 1.38 2.56 6.69
O 1.66 -4.01 0.15
H 1.27 -2.09 3.30
H -1.42 -1.76 -0.03
C 1.02 0.03 2.90
H 1.80 -5.62 -3.64
C -3.99 -2.18 -3.50
H 6.72 1.17 -1.33
C 2.56 -6.21 0.14
F 1.79 5.81 1.44
H 1.57 2.01 9.28
C -1.47 2.54 2.05
C -3.03 -2.33 -4.65
C -0.50 1.85 -1.40
H -1.70 0.08 -8.87
H 2.60 -6.81 1.05
H -1.04 2.77 -1.66
H -3.74 1.59 0.32
H 4.56 3.48 0.80
H -1.80 -0.87 1.96
O -0.58 -4.58 -5.30
C 1.60 -4.55 -6.25
C -1.77 0.09 2.48
H -3.74 -0.09 -0.23
H -5.74 -3.08 -4.34
H 1.57 4.28 7.05
C -1.34 3.72 1.12
H 3.15 -0.22 2.63
C 1.39 5.87 0.17
H 0.96 1.99 2.08
C -2.68 -0.37 -9.04
H 0.12 3.69 6.20
C 0.14 3.27 8.29
H -0.72 5.79 0.05
H 4.67 -4.41 0.71
H 0.39 -4.74 -2.98
H -1.29 -1.18 -1.68
C 2.47 0.28 3.33
H -0.32 1.29 -2.33
H 4.64 3.54 -0.98
H 2.25 -3.69 -6.13
C 3.74 -4.23 1.27
H -4.59 1.78 -7.07
H -1.77 0.66 5.93
C -0.94 -1.01 -0.65
H -2.82 0.42 2.54
C 4.99 1.60 -0.13
N 0.12 0.30 4.06
H 0.13 4.77 -1.15
H -0.50 -1.97 4.81
H 1.60 -1.61 1.62
H 1.07 0.73 0.87
C 5.08 3.10 -0.08
H -5.75 -2.96 -2.56
C -1.30 -0.11 3.95
C -2.14 0.75 4.90
H -3.57 -2.23 -5.59
C -1.44 -1.60 4.39
H 0.48 2.13 -0.98
H -2.27 -1.56 -4.58
H 3.44 -6.46 -0.46
C 0.93 -1.45 2.48
F 1.23 7.15 -0.15
H -2.59 -1.45 -9.01
H -3.17 0.39 4.86
F 2.42 5.42 -0.56
C -0.99 1.13 1.62
H -2.12 1.80 4.63
H -2.56 -3.32 -4.61
O 4.42 0.96 0.72
C -5.13 -3.16 -3.44
H 0.41 2.81 10.37
H 1.76 3.73 9.63
C 5.65 0.93 -1.31
H 1.06 -4.48 -7.20
H -1.77 4.61 1.61
H 2.61 -0.15 4.33
H -1.71 -2.26 3.56
C 1.19 -4.71 -3.72
*
```

Output
<S²>: 0.7542
gap between HOMO and LUMO (alpha / beta): 0.2899 / 0.3416 Eh

This record from the OMol25 dataset describes a structure of composition C34H67InN11O7P. The level of theory is ωB97M-V with the def2-TZVPD basis set.

ORCA input file:
```
! RIJCOSX wB97M-V def2-TZVPD def2/J DEFGRID3
* xyz 2 1
H -1.96 -2.70 -2.90
In -0.69 0.66 -0.22
O -0.12 1.53 -2.99
C -3.35 -0.03 -1.35
H -1.34 4.48 4.71
C -3.24 4.00 -0.92
N -2.51 1.18 -1.41
H -0.28 -6.56 0.81
N -0.46 3.17 3.34
C -2.80 2.07 -2.34
O 1.27 -4.43 1.25
H 5.04 2.96 -0.99
H 0.46 -3.87 5.53
H -2.63 0.70 -5.24
H -2.68 4.88 -0.60
C 1.58 4.44 1.89
C 0.06 4.43 -0.02
H -3.26 3.29 -0.10
N -1.29 2.28 1.31
C 0.30 -1.96 -1.91
H -3.77 2.99 -5.18
H 4.13 -1.85 1.73
H -3.37 -0.07 2.72
H 0.42 4.58 4.66
H 1.54 5.52 2.01
C -0.36 1.99 4.19
C -2.47 1.77 2.01
C -1.29 -3.55 -2.92
H -4.32 0.15 -1.81
P 1.72 -3.00 1.85
H -3.69 -0.26 -4.19
H -3.09 4.94 -3.48
H -0.83 -3.30 -0.09
C 4.90 -3.81 1.20
C 4.30 -2.83 2.19
C 2.27 1.50 0.29
H -2.61 2.25 2.98
C 0.89 -2.18 4.27
O 0.63 -2.89 3.05
H 2.00 -3.89 -2.30
H 0.67 -7.68 1.79
C -2.24 4.34 -3.13
H -5.06 1.91 -4.62
H 1.34 -4.02 -3.96
H 0.52 -5.44 2.90
H 4.22 -3.96 0.35
H 2.18 -3.65 5.16
H 3.51 3.02 -2.97
O 3.06 -3.32 2.72
C 1.20 -5.63 2.07
H -1.61 -0.04 2.80
H -0.04 -1.65 4.50
H -4.63 3.32 -3.65
H 0.77 -5.08 -2.67
C -2.88 0.48 -4.20
N -3.28 1.72 -3.55
C -3.58 -0.40 0.12
C -1.38 -2.37 -0.28
H -1.28 1.82 4.76
H -0.75 3.85 -0.46
N 1.46 -1.28 -2.25
H -2.28 -2.64 -0.84
H 2.19 -5.83 2.47
H 5.07 -4.78 1.67
H -1.49 5.02 -2.75
H 1.08 -1.23 -4.31
C 0.96 2.05 -3.05
H 1.38 -2.58 6.32
N 0.05 -3.14 -2.51
H 3.17 -0.39 -1.42
C 3.57 2.00 0.25
H -1.68 -4.35 -2.29
H 5.85 -3.44 0.83
H -4.25 0.35 0.56
C 4.03 2.57 -0.92
C 3.18 2.61 -2.02
H -2.00 0.08 -3.70
H 4.18 1.89 1.13
N 0.35 3.93 1.31
C 1.79 0.77 1.54
H -4.26 4.33 -1.16
H 2.52 -2.19 -3.88
H -1.82 3.80 -3.98
H 2.14 -1.28 -0.26
H 2.57 -0.44 -3.78
H -2.89 -0.87 -1.88
H 1.67 -1.44 4.10
H -0.21 5.49 0.03
C 1.90 2.11 -1.89
C 1.25 -3.13 5.38
H 0.45 2.15 4.90
H -0.91 -1.73 1.72
C 1.11 -4.07 -2.89
N -2.60 3.40 -2.08
H -3.35 2.03 1.41
H 3.19 -2.15 -1.38
H 2.41 4.22 1.22
O 2.53 0.72 2.50
C -4.23 2.54 -4.29
C 0.72 -6.76 1.20
O 1.46 2.62 -4.14
C -0.48 4.45 4.05
H -2.51 -2.46 1.53
C -2.46 0.26 2.20
H -0.56 5.27 3.35
H -1.23 -3.92 -3.94
H 0.95 4.34 -0.64
H 1.79 3.97 2.84
N -2.33 -0.44 0.91
O 0.63 0.25 1.44
N 1.44 1.59 -0.74
N -0.53 -1.44 -1.03
H -4.09 -1.37 0.18
C -1.78 -1.79 1.06
H 0.83 2.52 -4.87
C 1.93 -1.31 -3.62
C 2.55 -1.27 -1.26
H -0.10 1.13 3.59
C -0.48 3.09 1.98
H 1.40 -6.93 0.37
H 4.96 -2.69 3.04
*
```

Output
energy relative to the best compared isomer or geometry (same formula, charge and spin): 0.0000 eV
gap between HOMO and LUMO: 0.2692 Eh